{
  "formula": "BrH4N2OP",
  "method": "ωB97M-V/def2-TZVPD",
  "e_homo_ev": -9.92,
  "total_energy_ha": -3102.57655,
  "charge": 0,
  "de_lowest_ev": 0.026,
  "lumo_energy_ev": 0.58,
  "elements": ["N", "P", "N", "O", "Br", "H", "H", "H", "H"],
  "xyz": [[1.206, 0.680, 0.970], [0.068, -0.091, 0.269], [0.034, -0.421, -1.351], [-1.437, 0.740, 0.731], [-0.539, -2.091, 0.987], [2.137, 0.330, 0.828], [-0.806, -0.843, -1.723], [0.480, 0.223, -1.986], [-1.143, 1.475, 1.275]],
  "atomic_forces_ev_per_a": [[-0.59, -0.33, -0.69], [-3.16, 1.55, 1.38], [0.08, 0.30, 0.29], [2.96, -1.83, -1.43], [0.09, -0.03, 0.06], [0.38, -0.04, 0.02], [0.09, -0.07, 0.06], [-0.01, 0.19, 0.10], [0.15, 0.27, 0.21]]
}